Record 1
{"formula": "C3H4N4", "method": "the ωB97M-V functional and the def2-TZVPD basis", "e_homo_ev": [-8.694, -8.695], "energy_ev": -9131.855, "total_charge": 0, "de_lowest_kj_mol": 482.7, "symbols": ["N", "C", "C", "N", "C", "N", "N", "H", "H", "H", "H"], "xyz": [[1.80834, -0.43843, -0.45123], [0.54000, -0.07199, -0.27116], [-0.07435, 1.07082, 0.36801], [-1.24244, 0.91497, 1.00882], [-1.73277, -0.20113, 0.54514], [-1.13472, -0.86989, -0.47685], [-0.32838, -0.03536, -1.26570], [2.29747, -0.68334, 0.40190], [2.04168, -1.05052, -1.22369], [0.43758, 2.02333, 0.38582], [-2.61240, -0.65846, 0.97895]], "atomic_forces_ev_per_a": [[0.85, -0.56, 1.20], [0.81, 0.08, -1.17], [-0.59, 0.38, 1.57], [0.81, 0.78, -1.07], [-0.64, -2.20, 0.12], [-1.84, 1.30, 1.11], [0.49, -0.07, -1.43], [0.21, 0.25, -0.17], [-0.37, 0.25, -0.11], [0.14, -0.06, -0.20], [0.14, -0.14, 0.16]]}

=====

Record 2
{"formula": "C66H84BBrCl3N14O3", "method": "the ωB97M-V functional and the def2-TZVPD basis", "e_homo_ev": -6.431, "energy_ev": -205096.146, "total_charge": -1, "de_lowest_kj_mol": 0.0, "symbols": ["C", "C", "O", "O", "C", "O", "C", "B", "Br", "C", "C", "C", "Cl", "C", "Cl", "C", "C", "Cl", "H", "H", "H", "H", "H", "H", "H", "H", "H", "H", "H", "H", "H", "H", "N", "C", "C", "C", "C", "H", "H", "H", "H", "H", "N", "C", "C", "C", "C", "H", "H", "H", "H", "H", "N", "C", "C", "C", "C", "H", "H", "H", "H", "H", "N", "C", "C", "C", "C", "H", "H", "H", "H", "H", "N", "C", "C", "C", "C", "H", "H", "H", "H", "H", "N", "C", "C", "C", "C", "H", "H", "H", "H", "H", "N", "C", "C", "C", "C", "H", "H", "H", "H", "H", "N", "C", "C", "C", "C", "H", "H", "H", "H", "H", "N", "C", "C", "C", "C", "H", "H", "H", "H", "H", "N", "C", "C", "C", "C", "H", "H", "H", "H", "H", "N", "C", "C", "C", "C", "H", "H", "H", "H", "H", "N", "C", "C", "C", "C", "H", "H", "H", "H", "H", "N", "C", "C", "C", "C", "H", "H", "H", "H", "H", "N", "C", "C", "C", "C", "H", "H", "H", "H", "H"], "xyz": [[-2.14884, 4.66392, 1.35719], [-1.54828, 3.95026, 0.19826], [-1.41666, 4.43817, -0.88604], [-1.16051, 2.66607, 0.49636], [-0.21899, 2.08958, -0.36520], [-0.55226, 1.75589, -1.47005], [1.13109, 1.82810, 0.20445], [1.86145, 2.93430, 1.15265], [1.97950, 4.63115, -0.05841], [3.40154, 2.51780, 1.54013], [3.67072, 1.01707, 1.71282], [4.48989, 0.68854, 2.95349], [4.60879, 0.41159, 0.27524], [1.00422, 3.34057, 2.51898], [0.77210, 5.02994, 2.90537], [0.47737, 2.48121, 3.40263], [0.59546, 0.98475, 3.36163], [-0.50133, 3.03692, 4.74360], [-3.18531, 4.88973, 1.11385], [-1.61797, 5.60197, 1.48384], [-2.08203, 4.09948, 2.28166], [1.06232, 0.84524, 0.67527], [1.74013, 1.69039, -0.68810], [3.70900, 3.06578, 2.43064], [4.03335, 2.88133, 0.73329], [2.75705, 0.43801, 1.70037], [3.85914, 0.37636, 3.78504], [5.22317, -0.08816, 2.75450], [5.04958, 1.56174, 3.27918], [0.08741, 0.55887, 4.22234], [0.10398, 0.58017, 2.48121], [1.63018, 0.66422, 3.41488], [-3.00117, -0.10059, -1.69220], [-3.53490, -0.81561, -2.72060], [-4.27466, -1.83862, -2.18442], [-4.19054, -1.72333, -0.76983], [-3.39610, -0.63565, -0.50243], [-2.39317, 0.69872, -1.79818], [-3.34093, -0.54697, -3.74461], [-4.81697, -2.58340, -2.74529], [-4.65608, -2.36237, -0.03744], [-3.07499, -0.20452, 0.43020], [-4.68145, -4.25218, 2.05649], [-5.89408, -4.64259, 1.55742], [-6.79229, -4.64418, 2.59020], [-6.09277, -4.23606, 3.75879], [-4.79391, -4.00118, 3.39542], [-3.83672, -4.16186, 1.52118], [-6.01467, -4.88202, 0.51490], [-7.83436, -4.90512, 2.51674], [-6.49801, -4.12494, 4.75010], [-3.94561, -3.67615, 3.97205], [-5.24414, -5.22615, -3.82255], [-4.81448, -4.55737, -4.93544], [-5.49668, -5.04760, -6.01520], [-6.35741, -6.07279, -5.53657], [-6.17542, -6.16046, -4.18286], [-4.90109, -5.06470, -2.89413], [-4.06095, -3.79250, -4.85466], [-5.38444, -4.71590, -7.03372], [-7.03820, -6.67060, -6.11746], [-6.63576, -6.79822, -3.44838], [-3.81754, 0.46462, -6.83507], [-4.79352, -0.49431, -6.80197], [-5.86607, -0.02381, -7.50968], [-5.52244, 1.27054, -7.98848], [-4.25357, 1.54315, -7.55377], [-2.91956, 0.39322, -6.39465], [-4.64475, -1.42376, -6.27928], [-6.79447, -0.54692, -7.66416], [-6.13858, 1.92678, -8.57935], [-3.62828, 2.40782, -7.69161], [-8.97031, -8.52794, -7.15998], [-9.69131, -7.40865, -7.47515], [-11.00975, -7.67651, -7.22527], [-11.08644, -9.01026, -6.73735], [-9.81173, -9.50750, -6.70848], [-7.97524, -8.61767, -7.24630], [-9.20676, -6.52210, -7.84597], [-11.82834, -6.99289, -7.37274], [-11.97512, -9.54101, -6.44070], [-9.43359, -10.46834, -6.40565], [2.80289, -4.24730, -2.88466], [2.53567, -4.20504, -1.54213], [2.94784, -2.98734, -1.07178], [3.48139, -2.26303, -2.17281], [3.37953, -3.06693, -3.27604], [2.60882, -5.02345, -3.48832], [2.07554, -5.03868, -1.04034], [2.87379, -2.64548, -0.05338], [3.88554, -1.26503, -2.15128], [3.65993, -2.90234, -4.30236], [8.04938, 1.77403, 1.84905], [7.71969, 2.56503, 2.91176], [8.83581, 2.71155, 3.69400], [9.88392, 1.97721, 3.07453], [9.36630, 1.41331, 1.93716], [7.41845, 1.49454, 1.11570], [6.72436, 2.95874, 3.01745], [8.89459, 3.28048, 4.60643], [10.89831, 1.87444, 3.42163], [9.82186, 0.79109, 1.18567], [-1.43136, 5.83810, 6.45370], [-2.19468, 6.09469, 7.55626], [-2.67707, 7.37286, 7.44479], [-2.18031, 7.90604, 6.22346], [-1.41326, 6.93264, 5.63688], [-0.95456, 4.97757, 6.25221], [-2.33497, 5.34951, 8.31995], [-3.31524, 7.86924, 8.15622], [-2.36358, 8.88901, 5.82307], [-0.85817, 6.92294, 4.71348], [5.43843, -0.70269, 6.83893], [4.41124, -1.47692, 7.30323], [4.77735, -2.78825, 7.15871], [6.07823, -2.80380, 6.58372], [6.45705, -1.50145, 6.40000], [5.44202, 0.29984, 6.81700], [3.51252, -1.03168, 7.69333], [4.17966, -3.64138, 7.43143], [6.66548, -3.67056, 6.33193], [7.35837, -1.07571, 5.99380], [9.96449, -1.87244, 2.44692], [10.44401, -2.56106, 1.36913], [11.40242, -3.43122, 1.81839], [11.50097, -3.25874, 3.22606], [10.59982, -2.28935, 3.58085], [9.25743, -1.15966, 2.41255], [10.06434, -2.37624, 0.37897], [11.96832, -4.11449, 1.20792], [12.15719, -3.78437, 3.89892], [10.35940, -1.86260, 4.53908], [0.37544, 9.19097, 0.27333], [-0.29523, 10.38561, 0.24642], [-1.60378, 10.14270, 0.57474], [-1.72511, 8.74200, 0.80085], [-0.48897, 8.19071, 0.60827], [1.35034, 9.06319, 0.07699], [0.21364, 11.30207, 0.00221], [-2.38304, 10.88318, 0.64479], [-2.60323, 8.18394, 1.08225], [-0.17029, 7.16326, 0.68044], [-4.27687, 6.85892, 3.47731], [-5.20796, 5.86245, 3.40021], [-6.35629, 6.40219, 2.88412], [-6.10212, 7.78043, 2.63803], [-4.80998, 8.03163, 3.01748], [-3.34001, 6.75020, 3.82534], [-4.97355, 4.86095, 3.71711], [-7.27443, 5.86988, 2.70098], [-6.78931, 8.50251, 2.23029], [-4.22425, 8.93438, 2.99958], [-1.49127, -3.77675, -2.00049], [-2.18176, -4.82898, -1.46940], [-1.32289, -5.88900, -1.35113], [-0.05865, -5.45372, -1.83522], [-0.19631, -4.14549, -2.22359], [-1.88337, -2.86733, -2.18491], [-3.22183, -4.72102, -1.20982], [-1.56971, -6.86148, -0.95973], [0.84852, -6.03243, -1.88441], [0.51727, -3.44852, -2.62943], [7.79889, -2.16094, -4.96726], [8.13676, -1.28172, -5.96026], [7.00430, -0.60185, -6.31842], [5.94202, -1.09079, -5.50828], [6.46435, -2.05273, -4.68604], [8.43265, -2.79036, -4.51292], [9.14794, -1.21252, -6.32194], [6.94267, 0.16428, -7.07251], [4.91468, -0.76709, -5.52460], [6.00567, -2.65890, -3.92456]], "atomic_forces_ev_per_a": [[-0.27, -0.09, 0.29], [-0.04, 0.39, -0.69], [-0.01, -0.17, 0.17], [0.47, -0.01, 0.30], [-0.17, -0.31, -0.64], [-0.30, 0.01, 0.21], [0.10, 0.25, -0.01], [-0.18, 0.11, 0.45], [0.09, 0.13, -0.13], [-0.53, -0.02, -0.41], [0.46, 0.46, 0.30], [0.23, 0.00, 0.13], [0.00, -0.12, -0.24], [-0.22, -0.36, 0.27], [0.23, 0.24, -0.02], [0.33, 0.24, -0.56], [-0.34, 0.07, 0.25], [-0.20, -0.11, 0.34], [-0.10, 0.03, 0.06], [0.00, 0.09, -0.05], [-0.05, -0.09, 0.04], [-0.05, -0.10, 0.07], [0.19, -0.17, 0.02], [0.03, -0.04, 0.17], [0.13, 0.03, -0.03], [0.02, -0.18, -0.14], [-0.08, -0.04, 0.05], [-0.12, -0.25, 0.11], [0.00, 0.07, 0.02], [0.00, -0.04, 0.06], [0.10, -0.10, -0.14], [0.10, -0.06, -0.15], [0.00, 0.12, -0.01], [0.15, -0.07, -0.06], [-0.09, -0.21, 0.01], [0.06, -0.05, -0.01], [0.07, -0.03, -0.03], [0.17, 0.12, 0.10], [-0.05, 0.04, -0.01], [-0.09, 0.08, -0.01], [-0.07, 0.06, 0.02], [-0.01, 0.02, 0.01], [0.00, -0.01, -0.02], [0.08, 0.00, -0.01], [-0.01, 0.01, 0.03], [-0.03, -0.01, -0.01], [0.02, -0.01, -0.03], [0.04, 0.01, -0.02], [-0.02, -0.01, -0.01], [-0.01, 0.00, 0.00], [-0.01, 0.00, 0.01], [0.01, 0.00, 0.01], [0.01, -0.07, -0.20], [0.01, 0.14, 0.13], [0.05, -0.07, -0.04], [0.02, 0.02, -0.03], [-0.04, 0.03, 0.13], [0.06, -0.07, 0.02], [0.01, 0.01, -0.03], [0.01, 0.00, -0.01], [-0.05, 0.01, 0.02], [-0.02, -0.01, 0.00], [-0.02, -0.01, 0.00], [0.06, 0.00, 0.02], [-0.01, 0.01, -0.03], [-0.02, -0.02, 0.00], [0.02, -0.02, 0.00], [0.03, 0.01, 0.01], [-0.03, -0.01, 0.01], [-0.01, -0.01, 0.00], [-0.01, 0.01, -0.01], [0.00, 0.02, 0.00], [-0.02, 0.00, 0.00], [0.05, -0.03, -0.02], [-0.02, -0.02, 0.01], [-0.02, 0.02, -0.01], [0.04, 0.00, -0.01], [0.03, 0.00, 0.00], [-0.01, 0.02, 0.00], [-0.01, 0.01, 0.00], [-0.01, 0.00, 0.01], [0.00, -0.01, 0.01], [0.14, -0.09, 0.19], [0.76, -0.03, 0.22], [0.04, -0.05, 0.00], [-0.02, 0.05, -0.03], [-0.08, 0.02, -0.09], [-0.04, -0.03, -0.04], [0.37, 0.36, 0.07], [0.01, 0.02, 0.02], [-0.01, 0.02, 0.00], [-0.02, 0.02, -0.02], [-0.01, -0.01, -0.02], [-0.02, 0.00, -0.04], [0.01, -0.05, -0.02], [-0.01, -0.03, 0.03], [-0.06, -0.04, -0.03], [-0.07, 0.04, 0.04], [0.01, 0.05, -0.01], [0.00, 0.02, 0.00], [0.01, 0.00, 0.00], [0.05, 0.05, -0.03], [0.00, 0.00, -0.01], [0.02, 0.01, -0.06], [0.00, 0.03, -0.03], [-0.03, 0.01, 0.05], [-0.01, -0.01, -0.06], [0.05, -0.02, -0.03], [-0.01, 0.00, 0.02], [-0.01, 0.01, 0.00], [0.00, 0.02, 0.00], [0.05, 0.01, 0.00], [-0.01, 0.01, 0.02], [0.00, 0.03, -0.01], [0.02, -0.01, -0.01], [-0.03, -0.02, 0.02], [0.03, 0.04, -0.03], [0.00, 0.02, -0.02], [-0.02, 0.00, 0.00], [-0.01, -0.01, 0.00], [0.01, -0.01, -0.01], [0.01, 0.00, -0.02], [-0.04, -0.07, 0.00], [-0.01, 0.02, 0.00], [0.01, 0.00, 0.02], [0.01, -0.01, -0.02], [-0.01, 0.01, 0.00], [0.02, 0.05, 0.04], [0.00, -0.01, -0.01], [0.01, -0.01, -0.01], [0.01, -0.01, 0.01], [0.01, 0.01, 0.01], [-0.09, 0.09, 0.00], [0.04, -0.01, 0.03], [0.04, -0.06, 0.00], [-0.02, 0.03, 0.10], [0.01, -0.25, 0.06], [0.02, -0.03, -0.02], [-0.01, 0.02, -0.01], [-0.01, 0.01, -0.02], [-0.09, 0.08, -0.06], [0.14, 0.01, -0.09], [0.02, 0.02, -0.09], [0.08, 0.08, 0.00], [-0.04, 0.04, -0.05], [-0.06, -0.02, 0.01], [0.06, -0.17, 0.06], [0.02, 0.03, 0.14], [-0.01, -0.02, 0.01], [-0.01, 0.00, -0.01], [-0.01, 0.01, -0.01], [0.00, 0.02, -0.01], [0.14, -0.13, -0.04], [-0.17, 0.15, 0.03], [0.06, -0.04, -0.09], [-0.39, -0.23, -0.08], [-0.39, 0.17, -0.13], [-0.09, 0.05, 0.04], [-0.01, -0.01, 0.06], [-0.01, -0.02, -0.01], [-0.33, -0.16, -0.07], [-0.16, 0.02, 0.03], [-0.01, 0.01, -0.03], [0.00, -0.02, 0.03], [-0.03, 0.00, 0.00], [-0.01, 0.00, -0.03], [0.08, -0.02, 0.01], [0.01, -0.01, 0.02], [0.01, 0.01, -0.01], [0.00, 0.01, -0.01], [-0.01, 0.02, 0.01], [-0.01, 0.02, 0.04]]}

=====

Record 3
{"formula": "C2H7N3", "method": "the ωB97M-V functional and the def2-TZVPD basis", "e_homo_ev": -8.922, "energy_ev": -6655.685, "smiles": "C/N=C/NN", "total_charge": 0, "de_lowest_kj_mol": 219.1, "symbols": ["C", "N", "C", "N", "N", "H", "H", "H", "H", "H", "H", "H"], "xyz": [[2.47386, 0.18110, 0.06544], [1.09985, -0.45154, 0.18664], [0.05239, 0.19230, -0.17938], [-1.21141, -0.40308, -0.28209], [-2.28334, 0.38188, 0.19464], [2.98103, -0.48843, -0.72282], [2.88594, 0.23258, 1.10314], [2.47906, 1.25644, -0.46755], [0.13436, 1.23817, -0.44052], [-1.17568, -1.39606, -0.15639], [-3.02815, 0.33565, -0.47566], [-2.66976, -0.10952, 1.14906]], "atomic_forces_ev_per_a": [[-1.51, 0.54, -1.95], [-0.08, 0.68, -0.52], [1.31, -0.77, 0.68], [1.37, 1.13, -0.47], [-0.78, -2.02, 3.27], [-0.10, 0.93, 1.81], [0.16, -0.22, -1.23], [-0.23, -2.00, 1.41], [-0.49, 0.42, -0.18], [-0.33, -0.37, 0.36], [-0.41, -0.11, -0.22], [1.10, 1.77, -2.96]]}